P.
The following is a DFT calculation (ωB97M-V/def2-TZVPD) of a structure of composition C36H28N4O7P2Ru.

Element x y z (Å)
H -5.282 1.890 1.273
C -2.298 3.342 0.407
C -1.268 0.919 4.271
H 2.902 -1.914 -4.710
N 1.642 -5.921 -1.502
C -5.266 1.421 0.296
C -2.072 -0.131 4.702
H 2.690 1.222 4.050
H 5.965 2.424 1.565
N 0.480 -2.815 2.131
H 4.376 -3.306 -0.935
H 1.299 5.391 -1.873
O 1.767 -6.064 -2.697
C 2.512 -0.644 -3.030
C -2.498 0.991 2.199
C -6.435 0.528 -1.604
H -1.054 5.883 -0.673
H -3.705 -1.437 4.221
H 0.594 -4.031 -3.034
H 1.737 2.110 -2.885
C 0.541 -3.785 -1.983
N -0.473 -1.677 -2.584
C -4.054 1.087 -0.314
H 4.648 1.908 -0.446
O -0.571 -2.083 -3.706
C 3.106 1.390 3.066
H -1.911 -0.570 5.677
P -2.511 1.504 0.486
C 0.621 4.679 -1.429
Ru -0.434 0.674 -0.363
H -3.190 3.808 -0.018
O 1.089 -1.799 2.410
H 4.988 2.084 3.809
C 0.965 -4.393 0.315
C -1.092 3.667 -0.386
H 4.084 -3.621 -3.373
C 3.686 -2.738 -2.889
C 3.346 -1.432 -0.898
C 2.897 1.306 0.674
C 0.458 -3.184 0.706
H 3.476 -1.295 0.170
C 4.399 1.867 2.928
O -0.086 -3.549 2.902
C -3.082 -0.621 3.884
C 4.207 1.777 0.535
C -1.475 1.475 3.023
H -0.834 2.285 2.687
H -0.484 1.304 4.910
C -0.574 4.929 -0.822
C 2.682 -0.463 -1.658
H -7.368 0.309 -2.106
H -5.224 -0.274 -3.183
O -0.573 -1.129 0.281
N -0.234 2.671 -0.749
H -3.094 0.224 -2.041
H 2.892 2.941 -1.845
O -0.762 -0.491 -2.300
H -4.067 -0.469 1.985
H 1.347 0.701 2.043
H -7.396 1.391 0.112
C 3.847 -2.564 -1.519
O 2.007 -6.688 -0.642
C 1.015 -4.665 -1.046
C 3.021 -1.779 -3.643
P 1.934 0.913 -0.781
C 0.008 -2.574 -1.554
C -3.290 -0.071 2.626
H -2.191 3.750 1.418
C 2.346 1.107 1.938
C 0.828 3.267 -1.372
H 1.337 -5.109 1.037
C -5.231 0.200 -2.211
C -4.034 0.478 -1.568
C -6.454 1.138 -0.355
H 1.987 0.090 -3.630
C 4.951 2.060 1.665
C 1.938 2.414 -1.852
C -0.050 -2.235 -0.191

Computed properties:
net charge	+2
multiplicity	5
highest occupied orbital energy (spin up / spin down)	-0.5178 / -0.5382	hartree
orbital gap (spin up / spin down)	7.56 / 6.31	eV
E_LUMO (spin up / spin down)	-0.240 / -0.306	hartree

---

Q.
The following is a DFT calculation (ωB97M-V/def2-TZVPD) of a structure of composition C36H28N4O7P2Ru.

Element x y z (Å)
C -1.286 2.999 -1.830
H -3.294 -0.471 0.435
C -3.857 3.260 1.279
H -1.223 -1.351 -3.839
C 2.132 3.202 2.721
C 1.718 -1.304 -5.566
C -2.577 2.732 1.353
H -0.446 -2.438 -7.902
C 2.430 3.172 -3.891
N -2.632 1.005 -2.533
H 4.006 2.988 -0.896
P 1.391 -0.598 -2.917
C 1.970 -3.148 0.242
H -0.485 -0.956 2.769
N -0.060 5.043 -1.225
O 0.325 5.981 -1.882
O -4.757 6.509 -2.092
H -2.027 -2.179 -6.024
C -3.441 0.574 0.682
H -1.016 1.264 3.866
C -3.614 4.526 -2.148
C -3.669 3.175 -2.376
C 1.743 3.218 4.051
P -0.672 0.788 1.044
H -5.922 2.867 0.855
H 2.998 3.767 2.403
C 3.124 3.587 -2.761
C -2.431 5.165 -1.812
O -5.871 4.704 -2.507
C -0.533 -1.471 -4.664
C -2.517 2.421 -2.219
C 0.819 -1.158 -4.505
C 2.307 0.938 -3.003
H 3.434 -1.573 -1.966
Ru 0.273 0.563 -1.105
H -4.023 4.301 1.526
O -3.514 0.651 -3.262
C 3.436 2.673 -1.761
H 3.299 0.648 -1.093
H 2.208 3.881 -4.678
C -1.310 4.395 -1.641
H -1.746 3.359 1.653
C 2.015 1.856 -4.015
C -0.091 -2.078 -6.945
C 1.790 -2.093 -0.707
H 1.452 1.543 -4.886
H 2.765 -1.055 -5.442
N 0.883 -1.192 -0.229
C 1.401 2.473 1.793
H -4.602 2.714 -2.666
C -2.368 1.380 1.063
C 0.613 2.516 4.465
C -0.122 1.790 3.548
H -2.400 6.238 -1.672
H -5.550 0.483 0.327
C -4.924 2.453 0.907
H 1.000 -3.458 2.191
H 1.940 -1.879 -7.614
C 0.280 1.764 2.207
H 2.313 3.787 4.771
C -4.716 1.112 0.608
H -1.572 -1.447 1.480
H 1.681 2.490 0.745
H 3.428 4.620 -2.664
N -4.858 5.314 -2.242
C -0.982 -1.934 -5.891
O -1.849 0.185 -2.014
H 0.307 2.544 5.502
H 2.635 -3.988 0.121
H 2.386 -2.817 -2.616
C 1.142 -2.878 1.294
C 2.387 -1.884 -2.046
C 1.254 -1.765 -6.786
O -0.156 2.359 -1.707
O 0.492 4.584 -0.243
C 3.031 1.354 -1.874
C -0.620 -0.943 1.686
C 0.459 -1.660 0.981

Computed properties:
net charge	+2
multiplicity	5
highest occupied orbital energy (spin up / spin down)	-0.5086 / -0.5317	hartree
orbital gap (spin up / spin down)	7.56 / 6.09	eV
E_LUMO (spin up / spin down)	-0.231 / -0.308	hartree

---

Which structure loses on stability? Q does.